[1]
Molecular formula: C9H18O2P
Method: DFT, ωB97M-V/def2-TZVPD

Results
highest occupied orbital energy: -3.84 eV
energy relative to the best compared isomer or geometry (same formula, charge and spin): 11.3 kcal/mol
molecular weight: 189.22 g mol⁻¹
electronic energy: -845.5973 Eh
structure (SMILES): CC1(C)C(C)(C)P(=O)([O-])C1(C)C

ORCA input file:
```
! RIJCOSX wB97M-V def2-TZVPD def2/J DEFGRID3
* xyz -1 1
C 0.3348 -0.1854 -0.1803
C -0.9634 -0.1584 -1.0258
C 0.1976 1.1323 0.6374
C 0.5859 -1.3761 0.7718
C 1.6186 -0.0410 -1.0146
C -2.1549 -0.8548 -0.4727
C -0.8419 -0.5463 -2.5442
C 1.3583 1.8571 1.1119
C -0.7180 1.0263 1.8582
O -0.7204 2.5446 -2.2144
O -2.5067 2.2052 -0.2981
P -1.2097 1.8117 -0.9513
H 1.5317 -1.0685 1.2221
H 0.6667 -2.3256 0.3241
H -0.1980 -1.1869 1.5633
H 2.4872 -0.1430 -0.3204
H 1.5333 0.9385 -1.4317
H 1.7680 -0.8282 -1.8171
H -1.8649 -1.2419 0.5366
H -2.3720 -1.8330 -0.9301
H -3.0134 -0.0937 -0.3609
H -1.8122 -0.5845 -3.0262
H -0.3038 -1.5656 -2.5923
H -0.1793 0.0838 -3.0297
H 1.0062 2.6733 1.7778
H 1.8700 2.4467 0.2462
H 1.9998 1.2758 1.8421
H -0.9372 2.1461 2.1419
H -0.1323 0.5844 2.7441
H -1.5762 0.4398 1.6320
*
```

[2]
Molecular formula: C9H18O4S
Method: DFT, ωB97M-V/def2-TZVPD

Results
highest occupied orbital energy: -9.64 eV
energy relative to the best compared isomer or geometry (same formula, charge and spin): 28.2 kcal/mol
molecular weight: 222.31 g mol⁻¹
electronic energy: -1052.7903 Eh
structure (SMILES): COCCCC[C@H]1CCS(=O)(=O)OC1

ORCA input file:
```
! RIJCOSX wB97M-V def2-TZVPD def2/J DEFGRID3
* xyz 0 1
C 3.0880 1.4942 0.0006
O 3.5551 0.1615 -0.2020
C 2.9601 -0.7640 0.7005
C 1.7747 -1.5515 0.0767
C 0.6996 -0.6154 -0.5851
C -0.5555 -1.4280 -1.0498
C -1.9009 -1.0066 -0.3836
C -1.7835 -0.5518 1.1063
C -1.6755 1.0027 1.3374
S -1.7110 2.0501 -0.1607
O -2.8307 3.0165 -0.0084
O -0.4463 2.8220 -0.3103
O -1.8883 1.1739 -1.5445
C -2.7108 0.0361 -1.2384
H 2.2670 1.5604 0.7475
H 2.6513 1.8517 -0.9535
H 3.9001 2.1648 0.3515
H 3.7537 -1.5132 0.9220
H 2.7003 -0.3064 1.6781
H 1.2954 -2.1304 0.8918
H 2.1378 -2.2361 -0.7161
H 0.4793 0.2807 0.0213
H 1.1895 -0.2399 -1.5092
H -0.3586 -2.5048 -0.8797
H -0.6853 -1.3055 -2.1469
H -2.5499 -1.9115 -0.3797
H -2.6935 -0.9033 1.6346
H -0.9281 -1.0400 1.6148
H -0.6851 1.1927 1.7992
H -2.4175 1.4069 2.0476
H -2.9891 -0.4903 -2.1699
H -3.6422 0.2846 -0.6920
*
```

[3]
Molecular formula: C9H18OSi2
Method: DFT, ωB97M-V/def2-TZVPD

Results
highest occupied orbital energy: -8.44 eV
energy relative to the best compared isomer or geometry (same formula, charge and spin): 0.2 kcal/mol
molecular weight: 198.41 g mol⁻¹
electronic energy: -1007.9188 Eh

ORCA input file:
```
! RIJCOSX wB97M-V def2-TZVPD def2/J DEFGRID3
* xyz 0 1
C -0.8343 2.3662 1.4736
C 3.4964 2.1665 -0.6901
C -1.1315 1.0770 1.4689
C 2.8734 1.2305 0.0092
C 0.1498 -2.5314 -0.2236
C 1.2654 -2.2788 0.7883
C -1.1759 -1.8755 0.1587
C -3.2785 0.1594 -0.4643
C -0.4044 0.7143 -1.5500
O 1.8157 -1.0207 0.6303
Si 3.1833 -0.6366 -0.1967
Si -1.4054 0.0205 -0.0858
H -0.7121 2.9329 2.3862
H -0.7019 2.9190 0.5579
H 3.2895 3.2205 -0.5644
H 4.2451 1.9260 -1.4300
H -1.2429 0.5816 2.4276
H 2.1258 1.5479 0.7353
H 0.4874 -2.1740 -1.1994
H 0.0062 -3.6125 -0.2955
H 0.8677 -2.3470 1.8076
H 2.0444 -3.0455 0.6715
H -1.9556 -2.3541 -0.4379
H -1.3943 -2.1361 1.1958
H -3.5642 -0.4600 -1.3109
H -3.8676 -0.1672 0.3892
H -3.5700 1.1806 -0.6873
H -0.8004 1.6804 -1.8514
H 0.6404 0.8558 -1.2967
H -0.4513 0.0604 -2.4160
*
```